# 1
{"formula": "C2H7O4PS", "method": "wB97M-V/def2-TZVPD", "species": ["H", "C", "H", "O", "S", "H", "C", "O", "H", "H", "P", "O", "H", "O", "H"], "coordinates": [[1.1599, -1.7596, 0.3727], [-1.6752, 1.0028, 2.2357], [-2.5079, 1.0354, 2.9163], [2.0291, 0.2761, -0.7530], [1.4436, 0.6493, 0.4741], [2.0214, -2.4100, 1.7284], [2.1482, -1.7006, 0.9730], [-2.6518, -0.7361, 0.2203], [2.9450, -1.7357, 0.1553], [-1.6641, 2.0937, 1.7898], [-1.4759, -0.3839, 0.9912], [2.0099, -0.3932, 1.5317], [-1.1755, -1.5064, 1.7373], [-0.0728, -0.0011, 0.2597], [-0.7371, 1.0228, 2.7659]], "forces_ev_per_angstrom": [[1.651, -0.836, 0.601], [0.896, 2.035, -1.958], [-0.357, -0.733, 0.121], [0.966, 0.323, -2.009], [-0.664, 0.317, 1.272], [0.807, -1.038, 1.200], [-2.161, 0.848, -3.994], [-0.527, 0.273, -1.318], [-0.675, -0.317, 1.843], [-0.165, -2.251, 0.133], [0.060, 1.521, 2.029], [0.404, 0.464, 0.996], [0.731, -0.186, 0.478], [-1.335, -0.149, -0.068], [0.370, -0.272, 0.675]], "homo_ha": -0.3926, "total_charge": 0, "homo_lumo_gap_ha": 0.414, "lumo_energy_ev": 0.58, "total_energy_ha": -1120.8857}

=====

# 2
{"formula": "F3HN2", "method": "wB97M-V/def2-TZVPD", "species": ["F", "N", "N", "H", "F", "F"], "coordinates": [[-2.6746, -0.0852, 0.9377], [1.7280, -0.1721, -0.6896], [-1.4313, 0.1390, 0.6081], [1.3187, 0.6683, -1.0625], [-1.1117, -0.8159, -0.2411], [2.1709, 0.2659, 0.4473]], "forces_ev_per_angstrom": [[-1.423, -0.484, 0.212], [-0.517, -1.525, -2.073], [1.411, 1.415, 0.492], [-0.535, 0.739, -0.660], [-0.053, -0.943, -0.695], [1.117, 0.798, 2.724]], "homo_ha": [-0.4008, -0.3906], "total_charge": 0, "homo_lumo_gap_ha": [0.389, 0.367], "lumo_energy_ev": [-0.33, -0.64], "total_energy_ha": -409.4098}

=====

# 3
{"formula": "C20H17FNO3Pd", "method": "wB97M-V/def2-TZVPD", "species": ["H", "H", "C", "H", "H", "C", "C", "H", "H", "C", "C", "H", "Pd", "C", "C", "C", "C", "H", "C", "C", "H", "H", "H", "O", "C", "C", "C", "C", "H", "C", "H", "C", "H", "F", "O", "O", "H", "C", "H", "H", "C", "N", "C"], "coordinates": [[2.5180, -1.8381, -3.6168], [-0.7822, 0.3135, 6.1829], [2.6404, -0.7667, -3.7890], [2.5484, 2.0176, -3.0288], [4.2199, 1.4805, -3.2390], [0.2514, -0.1035, -3.4928], [1.3926, -0.1903, -4.4386], [3.7241, -0.6130, -1.9417], [-1.9497, 2.2896, 5.2210], [0.4867, -0.1241, -2.0449], [2.0103, -0.1735, -0.2330], [1.5655, 0.8263, -4.8227], [-1.1992, -0.0797, 3.2537], [2.9574, -0.0626, -2.4857], [-3.5148, -0.2590, 3.5566], [3.3435, 1.4101, -2.5944], [-1.5855, 0.1648, 5.4713], [-1.5388, -1.9942, 5.7058], [-3.0125, -1.3799, 4.2490], [1.5761, -0.2774, 2.1816], [-3.3306, -2.3854, 4.0101], [-3.6469, 1.9174, 3.4265], [3.0553, -0.2092, 0.0553], [2.7635, -0.4935, 2.2512], [-1.0446, -0.0015, -3.9465], [-0.6130, -0.1014, -1.1169], [-2.2465, 1.2937, 4.9216], [-0.3479, -0.1375, 0.3430], [-4.2272, -0.4162, 2.7557], [-2.0791, 0.0347, -3.0270], [-2.7501, 0.0117, -0.9545], [-1.8791, -0.0221, -1.5977], [-1.2741, 0.0228, -5.0058], [-3.2954, 0.1124, -3.4291], [-1.2903, -0.1216, 1.1404], [0.7780, -0.1283, 3.1674], [1.0834, -0.7736, -5.3088], [-2.0208, -1.1689, 5.1979], [3.4980, -0.6506, -4.4508], [3.6137, 1.8272, -1.6245], [1.0517, -0.1788, 0.7437], [1.7374, -0.1459, -1.5700], [-3.1871, 1.0741, 3.9244]], "forces_ev_per_angstrom": [[-0.002, -0.002, 0.006], [0.032, 0.002, -0.047], [0.023, 0.030, -0.005], [-0.002, -0.008, -0.001], [0.014, -0.017, 0.018], [0.058, 0.009, -0.215], [-0.083, -0.063, 0.080], [0.021, 0.001, -0.009], [-0.061, 0.017, 0.008], [0.881, -0.036, 0.228], [-0.292, 0.037, 0.986], [-0.005, 0.025, -0.011], [-0.742, -0.050, -1.120], [-0.107, -0.099, 0.041], [0.175, -0.022, -0.107], [0.006, 0.055, 0.023], [0.219, 0.024, -0.079], [-0.033, -0.012, 0.007], [0.092, -0.090, 0.370], [0.666, -0.207, -0.102], [-0.100, 0.043, -0.065], [-0.069, -0.085, -0.081], [-0.021, -0.008, 0.034], [-0.274, 0.093, 0.055], [-0.051, 0.005, -0.019], [-0.464, -0.020, 0.015], [0.080, -0.022, 0.104], [-0.043, 0.058, 0.186], [0.073, 0.012, -0.054], [-0.032, 0.019, -0.213], [0.018, -0.006, 0.034], [0.252, -0.006, 0.223], [0.002, -0.003, -0.003], [0.102, -0.014, 0.044], [0.292, 0.011, -0.014], [-0.227, 0.101, 0.684], [0.007, 0.025, -0.031], [0.081, -0.045, 0.054], [-0.001, -0.011, -0.004], [-0.004, 0.008, -0.002], [0.298, -0.016, -0.433], [-0.837, 0.074, -0.940], [0.058, 0.191, 0.353]], "homo_ha": [-0.6726, -0.6784], "total_charge": 3, "homo_lumo_gap_ha": [0.138, 0.150], "lumo_energy_ev": [-14.54, -14.38], "total_energy_ha": -1279.4031}